Entry from the OMol25 dataset: a structure of composition C4H12Ag3FO4 (wB97M-V/def2-TZVPD).

Last column: Mulliken charge in e.
Element x y z (Å)
Ag -0.53 2.49 -4.84  0.958
Ag 4.67 2.40 -3.86  0.937
Ag 2.19 5.27 -0.53  0.947
F 1.54 1.47 -1.71  -0.875
C 1.25 2.83 3.53  -0.336
C 2.16 1.55 3.25  -0.362
O 1.49 0.62 2.42  -0.480
O 0.51 3.41 2.40  -0.539
H 1.95 3.60 3.86  0.313
H 0.52 2.48 4.26  0.264
H 2.60 1.09 4.14  0.353
H 3.00 1.93 2.66  0.202
H 1.52 0.97 1.53  0.296
H -0.27 2.91 2.18  0.319
C -2.06 -2.66 -1.74  -0.271
C -3.05 -3.78 -1.82  -0.468
O -2.44 -5.02 -1.62  -0.513
O -1.19 -2.57 -2.83  -0.525
H -1.51 -2.69 -0.80  0.278
H -2.58 -1.71 -1.68  0.294
H -3.61 -3.83 -2.75  0.307
H -3.72 -3.64 -0.97  0.295
H -1.91 -5.22 -2.39  0.308
H -0.52 -1.90 -2.67  0.298

Computed properties:
Max |F|, eV/Å: 2.7
Net charge: +2
E_HOMO, eV: -13.2
LUMO, eV: -9.76

Entry from the OMol25 dataset: a structure of composition C17H21N2O2S2Se2V (wB97M-V/def2-TZVPD).

Last column: Löwdin spin population.
Element x y z (Å)
V 0.56 -1.10 -0.79  2.213
O -0.21 -0.80 5.97  0.000
C -0.68 -1.80 5.11  0.001
C -0.50 -1.41 3.62  -0.001
C -1.35 -0.14 3.30  0.001
O -0.91 0.97 4.04  0.000
C -1.01 -2.60 2.76  -0.005
Se -0.89 -2.34 0.83  -0.109
C 1.01 -1.15 3.35  -0.001
Se 1.43 -0.65 1.51  -0.082
H -0.38 -1.13 6.89  0.000
H -1.76 -1.99 5.31  0.000
H -0.11 -2.74 5.31  0.000
H -2.43 -0.35 3.50  0.000
H -1.28 0.13 2.23  0.002
H -1.59 1.14 4.75  0.000
H -2.08 -2.81 3.00  -0.004
H -0.43 -3.52 3.01  0.000
H 1.60 -2.07 3.59  0.001
H 1.39 -0.34 4.00  -0.004
S -1.13 -2.27 -2.04  0.010
C -1.93 -0.84 -2.40  0.007
N -1.60 -0.14 -3.54  0.007
C -2.19 1.03 -3.92  0.001
C -3.17 1.57 -3.17  0.003
C -3.59 0.90 -1.96  0.002
C -3.01 -0.25 -1.57  0.007
H -0.86 -0.53 -4.12  0.000
H -1.84 1.49 -4.84  0.000
H -3.65 2.50 -3.45  0.000
H -4.38 1.36 -1.37  0.000
H -3.32 -0.76 -0.66  0.000
S 4.37 1.41 -0.51  0.006
C 3.14 0.29 -0.09  0.015
N 2.18 0.13 -0.96  -0.006
C 2.40 0.94 -2.06  0.004
C 1.58 1.04 -3.20  -0.010
C 1.93 1.91 -4.24  -0.001
C 3.09 2.67 -4.16  -0.002
C 3.93 2.59 -3.04  0.000
C 3.56 1.72 -2.00  -0.001
H 3.17 -0.25 0.85  -0.004
H 0.68 0.44 -3.26  -0.005
H 1.29 1.98 -5.12  0.000
H 3.35 3.34 -4.98  0.000
H 4.83 3.19 -2.98  0.000
H 0.81 -0.76 -2.49  -0.046

Computed properties:
Max |F|, eV/Å: 2.5
E_HOMO (alpha / beta), eV: -6.6 / -6.2
LUMO (alpha / beta), eV: -0.45 / -0.48
Spin multiplicity: 3
Expectation value of S²: 2.149

Entry from the OMol25 dataset: a cluster of 4 separate species, C38H81BF2N5O11P in total (wB97M-V/def2-TZVPD).

Last column: Mulliken charge in e.
Element x y z (Å)
C -3.69 6.93 5.84  -0.902
C -4.81 6.15 6.80  -0.331
C -4.30 4.59 6.94  -0.486
C -5.48 3.50 6.45  -0.585
C -5.11 2.86 4.97  -0.522
C -4.52 1.32 5.10  -0.621
C -3.72 0.82 3.72  0.013
C -4.27 -0.66 3.19  -0.847
C -3.37 -1.28 1.96  -0.010
C -2.01 -2.08 2.50  -0.496
C -1.02 -2.37 1.18  -0.121
C 0.47 -1.70 1.33  -0.129
O 1.03 -1.16 0.08  -0.188
C 0.90 0.33 0.19  0.746
C 1.44 0.94 -1.24  -0.585
C 0.81 0.15 -2.57  -0.501
C -0.82 0.21 -2.66  0.176
O -1.35 0.55 -3.87  -0.598
O -1.78 -0.11 -1.59  -0.015
C -3.10 -0.35 -2.26  0.532
C -4.16 0.92 -2.35  -0.618
O -3.45 -1.52 -2.81  -0.575
O 1.40 2.40 -1.36  -0.348
C 0.17 3.00 -0.83  0.427
N -0.18 4.15 -1.80  0.026
C -1.27 4.99 -1.10  0.262
O -1.08 6.32 -0.92  -0.493
F -2.52 4.42 -0.55  -0.134
C -0.77 3.62 -3.09  0.556
O 0.12 3.29 -4.07  -0.461
F -2.23 3.42 -3.35  -0.167
P 0.46 3.90 0.87  0.011
C -0.04 2.79 2.34  -0.405
C 2.36 4.29 0.98  -0.669
C 3.29 2.96 1.20  -0.580
B 1.43 -2.81 2.07  0.451
O 0.89 -3.45 3.32  -0.554
N 2.80 -3.28 1.62  0.085
C 2.75 -4.21 0.43  -0.855
C 3.78 -2.14 1.44  -0.603
H -2.65 6.49 6.12  0.260
H -3.67 8.09 6.00  0.308
H -3.94 6.65 4.73  0.177
H -4.87 6.68 7.86  0.280
H -5.89 6.22 6.31  0.229
H -3.38 4.42 6.23  0.182
H -3.97 4.35 8.04  0.310
H -5.54 2.67 7.29  0.292
H -6.50 4.11 6.39  0.331
H -4.35 3.58 4.43  0.240
H -6.11 2.91 4.34  0.260
H -3.72 1.25 5.98  0.234
H -5.40 0.60 5.38  0.308
H -3.88 1.62 2.87  0.103
H -2.57 0.67 3.91  0.035
H -5.40 -0.51 2.84  0.304
H -4.33 -1.40 4.12  0.300
H -3.03 -0.40 1.26  -0.141
H -4.06 -2.02 1.34  0.332
H -1.46 -1.49 3.34  0.182
H -2.39 -3.11 2.96  0.218
H -0.89 -3.55 1.16  0.352
H -1.59 -2.06 0.20  0.042
H 0.38 -0.78 2.09  0.042
H 1.55 0.76 1.10  -0.101
H -0.23 0.53 0.41  -0.187
H 2.60 0.65 -1.27  0.237
H 1.28 0.70 -3.50  0.336
H 1.26 -0.94 -2.57  0.449
H -3.92 1.45 -3.39  0.233
H -5.29 0.60 -2.39  0.370
H -3.93 1.70 -1.50  0.142
H -0.77 2.31 -0.83  0.087
H 0.88 2.22 2.84  0.219
H -0.49 3.46 3.22  0.442
H -0.79 1.97 1.97  -0.161
H 2.75 4.90 0.04  0.365
H 2.53 4.99 1.91  0.397
H 2.92 2.23 2.04  0.114
H 3.50 2.35 0.20  0.089
H 4.36 3.35 1.55  0.374
H 0.66 -2.71 3.99  0.292
H 1.67 -4.70 0.39  0.255
H 3.52 -5.09 0.64  0.327
H 3.00 -3.71 -0.60  0.157
H 3.62 -1.25 2.22  0.206
H 4.90 -2.54 1.48  0.233
H 3.61 -1.70 0.35  0.060
C 7.14 -8.68 -1.83  -1.345
C 7.34 -7.55 -0.82  0.256
C 6.23 -7.49 0.26  -0.817
O 5.00 -6.92 -0.19  -0.129
C 4.15 -7.82 -0.89  -0.688
N 7.46 -6.27 -1.54  -0.581
H 6.36 -8.46 -2.56  0.208
H 8.06 -8.84 -2.39  0.349
H 6.89 -9.61 -1.33  0.359
H 8.29 -7.74 -0.30  0.362
H 6.58 -6.83 1.06  0.335
H 6.06 -8.47 0.72  0.408
H 4.22 -8.84 -0.49  0.326
H 4.39 -7.81 -1.96  0.201
H 3.12 -7.47 -0.78  0.234
H 7.68 -5.54 -0.87  0.242
H 6.52 -6.02 -1.87  0.320
C 7.34 -3.60 -6.97  -1.459
C 7.55 -4.71 -5.95  0.406
C 6.53 -5.86 -6.06  -0.704
O 5.24 -5.56 -5.51  -0.327
C 4.39 -4.83 -6.38  -0.703
N 7.56 -4.12 -4.60  -0.750
H 6.49 -2.95 -6.72  0.270
H 8.22 -2.95 -7.03  0.375
H 7.16 -4.01 -7.97  0.348
H 8.55 -5.13 -6.14  0.393
H 6.91 -6.70 -5.47  0.323
H 6.44 -6.22 -7.09  0.422
H 4.53 -5.11 -7.43  0.311
H 4.55 -3.75 -6.25  0.245
H 3.36 -5.04 -6.10  0.243
H 7.80 -4.85 -3.93  0.253
H 6.59 -3.89 -4.37  0.343
C -7.41 6.27 -2.73  -1.548
C -6.29 5.39 -2.18  0.474
C -6.53 4.91 -0.73  -0.477
O -6.29 5.91 0.26  -0.306
C -7.37 6.81 0.46  -0.747
N -5.01 6.11 -2.30  -0.699
H -7.38 7.28 -2.33  0.282
H -7.32 6.35 -3.82  0.389
H -8.39 5.83 -2.52  0.345
H -6.24 4.49 -2.82  0.363
H -5.82 4.10 -0.52  0.123
H -7.54 4.48 -0.62  0.459
H -8.34 6.33 0.34  0.332
H -7.28 7.66 -0.22  0.246
H -7.30 7.20 1.48  0.240
H -4.26 5.48 -2.02  0.128
H -5.00 6.83 -1.58  0.369

Computed properties:
Max |F|, eV/Å: 10.3
SMILES: CCCCCCCCCCC[C@H](OC[C@@H](CC(=O)OC(C)=O)O[C@H](N(C(=O)F)C(=O)F)P(C)CC)B(O)N(C)C.COC[C@@H](C)N.COC[C@@H](C)N.COC[C@@H](C)N
E_HOMO, eV: -8.5
LUMO, eV: -0.76

Q: Number 1 is which compound?
A: C4H12Ag3FO4

Q: Among the records above, which one has the lowest max |F|?
A: C17H21N2O2S2Se2V